# 1
ORCA calculation (ωB97M-V with the def2-TZVPD basis set) on a structure of composition C3H2Br2O.

Structure (XYZ):
```
8
Properties=species:S:1:pos:R:3:forces:R:3
C -1.72009 0.11871 1.28676 0.367 0.173 0.538
C -0.60043 0.13538 0.86226 2.844 -0.866 -4.484
C 0.60478 -0.05787 -0.34773 -1.488 0.594 4.582
O 0.11004 0.08510 -1.56179 -0.482 0.039 -0.521
Br 1.95059 1.34963 0.13134 -0.276 -0.412 -0.352
Br 1.44184 -1.82744 0.00111 -0.271 0.493 -0.258
H -2.59323 0.16810 1.86553 -0.647 -0.002 0.226
H 0.80650 0.02841 -2.23748 -0.047 -0.018 0.269
```
Forces are in eV/Å.

Calculated values
Orbital gap   0.382 hartree
2S+1   1
Calculated total energy   -145272.45058 eV
LUMO   0.0033 Ha
Net charge   0
Energy relative to the best compared isomer or geometry (same formula, charge and spin)   226.4 kJ/mol


# 2
ORCA calculation (ωB97M-V with the def2-TZVPD basis set) on an isolated molecule of C3H2Br2P2.

Structure (XYZ):
```
9
Properties=species:S:1:pos:R:3:forces:R:3
C 0.29495 -0.66820 0.74873 -1.675 1.409 -0.470
C -0.86985 0.08095 0.66180 -0.656 -0.878 0.768
C -2.01618 0.49882 0.81363 -0.020 0.588 -1.076
P 1.73577 0.26958 -2.11840 -0.421 -0.161 -1.582
P 1.74274 -0.22767 -0.08109 1.460 0.194 2.158
Br -0.21427 1.37629 -2.27145 0.569 -0.315 0.201
Br -3.56940 1.25793 0.22458 0.542 -0.335 0.491
H 0.43829 -1.19411 1.65526 0.082 -0.859 0.644
H 2.45796 -1.39359 0.36694 0.119 0.356 -1.135
```
Forces are in eV/Å.

Calculated values
Expectation value of S²   2.03
Orbital gap (spin up / spin down)   0.243 / 0.263 hartree
2S+1   3
Calculated total energy   -161801.10989 eV
LUMO (spin up / spin down)   -0.0159 / -0.0753 Ha
Net charge   0
Energy relative to the best compared isomer or geometry (same formula, charge and spin)   130.8 kJ/mol


# 3
ORCA calculation (ωB97M-V with the def2-TZVPD basis set) on a structure of composition C3H2Br3O2.

Structure (XYZ):
```
10
Properties=species:S:1:pos:R:3:forces:R:3
C -2.09095 -1.40044 0.68095 -0.659 -0.366 0.015
C 0.73374 0.99569 -0.33600 -2.742 -0.893 0.596
C 2.00445 0.62414 -0.19077 -0.878 0.427 -0.131
O -1.00875 -1.66224 0.33033 1.875 -0.486 -0.159
O -3.03643 -1.57084 1.35177 -0.864 -0.121 0.914
Br -2.72429 0.22531 -0.84955 -0.404 0.956 -0.736
Br 3.34253 1.05869 -1.46283 -0.004 0.020 -0.054
Br 2.67672 -0.37402 1.29038 -0.299 0.266 -0.289
H 0.21861 1.49019 -1.25972 1.540 -0.845 1.788
H -0.11563 0.61352 0.44546 2.434 1.041 -1.944
```
Forces are in eV/Å.

Calculated values
Orbital gap   0.274 hartree
2S+1   1
Calculated total energy   -217367.71692 eV
LUMO   0.0978 Ha
Net charge   -1
Energy relative to the best compared isomer or geometry (same formula, charge and spin)   7.9 kJ/mol


# 4
ORCA calculation (ωB97M-V with the def2-TZVPD basis set) on a structure of composition C3H2Br4.

Structure (XYZ):
```
9
Properties=species:S:1:pos:R:3:forces:R:3
C 0.80558 0.46222 -0.07174 -1.822 -1.756 0.444
C -0.05457 -0.54132 0.62232 -0.292 1.454 0.005
C -0.32451 -0.23930 -0.82968 0.558 -0.493 0.022
Br 0.20756 -2.06056 1.62596 -0.162 0.655 -0.491
Br -1.48909 1.43515 2.33606 0.834 -1.422 -1.153
Br -1.76327 0.78678 -1.49218 -0.144 0.031 0.239
Br 0.17366 -1.63696 -2.14812 -0.129 0.633 1.057
H 0.62707 1.44242 0.20605 -0.798 1.899 0.410
H 1.81759 0.35157 -0.24867 1.955 -1.001 -0.534
```
Forces are in eV/Å.

Calculated values
Orbital gap (spin up / spin down)   0.235 / 0.235 hartree
2S+1   1
Calculated total energy   -283309.21694 eV
LUMO (spin up / spin down)   -0.1111 / -0.1111 Ha
Net charge   0
Energy relative to the best compared isomer or geometry (same formula, charge and spin)   258.3 kJ/mol


# 5
ORCA calculation (ωB97M-V with the def2-TZVPD basis set) on a cluster of 2 separate species, C3H2BrCl3 in total.

Structure (XYZ):
```
9
Properties=species:S:1:pos:R:3:forces:R:3
C -1.45738 -1.00997 -1.00670 2.455 -0.570 -0.809
C 1.71917 0.58420 0.58978 -1.313 1.025 1.568
C 0.38219 0.49456 0.49288 1.987 -0.235 -0.695
Cl -2.66436 -0.43885 -0.06109 -1.046 -0.555 0.203
Cl 2.40047 1.33485 2.10629 -0.379 -0.280 -0.525
Cl -0.79569 1.04757 1.51769 0.497 0.373 0.562
Br -1.52731 -0.71033 -2.85187 -0.057 0.141 0.033
H -0.66370 -1.76824 -0.77917 -1.439 0.793 0.425
H 2.60661 0.46620 -0.00780 -0.704 -0.691 -0.763
```
Forces are in eV/Å.

Calculated values
Orbital gap (spin up / spin down)   0.256 / 0.322 hartree
2S+1   1
Calculated total energy   -110748.05122 eV
LUMO (spin up / spin down)   -0.0545 / -0.0234 Ha
Net charge   0
Energy relative to the best compared isomer or geometry (same formula, charge and spin)   398.0 kJ/mol


# 6
ORCA calculation (ωB97M-V with the def2-TZVPD basis set) on a cluster of 2 separate species, C3H2BrF3N2 in total.

Structure (XYZ):
```
11
Properties=species:S:1:pos:R:3:forces:R:3
F 0.10441 -2.35355 -2.07839 0.047 0.303 0.097
C 0.26752 -1.17049 -1.51203 -0.073 -0.286 -0.103
C 0.02675 -0.70656 -0.24059 -0.008 -0.241 -0.206
C 0.41659 0.63939 -0.29584 -0.050 -0.321 -0.128
N 0.85619 0.97244 -1.49452 0.381 0.763 -0.668
N 0.76321 -0.12471 -2.20252 -0.065 -0.127 0.031
F 1.10348 -0.12309 -3.51780 -0.174 -0.049 0.683
H -0.37066 -1.25162 0.58822 -0.076 -0.198 0.133
H 0.39455 1.37280 0.48364 0.007 0.166 0.142
F -3.30115 2.74675 -4.95770 1.086 -0.411 -0.425
Br -1.70964 2.15019 -5.57079 -1.075 0.402 0.444
```
Forces are in eV/Å.

Calculated values
Orbital gap   0.313 hartree
2S+1   1
Calculated total energy   -84313.43832 eV
LUMO   -0.0555 Ha
Net charge   0
Energy relative to the best compared isomer or geometry (same formula, charge and spin)   0.0 kJ/mol


# 7
ORCA calculation (ωB97M-V with the def2-TZVPD basis set) on a cluster of 2 separate species, C3H2BrF3O in total.

Structure (XYZ):
```
10
Properties=species:S:1:pos:R:3:forces:R:3
C -0.21797 -1.95698 -1.40251 -3.421 -2.820 -4.893
C 0.45098 1.17406 1.48217 1.201 1.086 -1.297
C -0.01574 1.60466 0.31012 -0.023 -0.659 1.430
O 0.33473 -1.32969 -0.53101 1.749 2.036 3.098
F 1.71905 1.46937 1.80672 0.167 0.144 -0.030
F -1.22131 1.31487 -0.04862 -1.654 -0.425 -0.449
F 0.54893 2.32816 -0.60547 0.999 0.374 -0.067
Br -0.39012 0.16284 2.73444 -0.690 -0.509 0.428
H 0.05932 -2.90698 -1.89419 0.817 0.056 0.654
H -1.26786 -1.86032 -1.85167 0.855 0.718 1.126
```
Forces are in eV/Å.

Calculated values
Expectation value of S²   2.01
Orbital gap (spin up / spin down)   0.283 / 0.244 hartree
2S+1   3
Calculated total energy   -83379.67236 eV
LUMO (spin up / spin down)   0.0262 / -0.0980 Ha
Net charge   0


# 8
ORCA calculation (ωB97M-V with the def2-TZVPD basis set) on an isolated molecule of C3H2BrN.

Structure (XYZ):
```
7
Properties=species:S:1:pos:R:3:forces:R:3
N 1.84187 -0.12726 1.83613 0.277 0.034 0.322
C 1.12521 -0.24385 0.94949 0.238 0.150 0.426
C 0.25030 -0.40135 -0.14265 -0.699 0.014 -0.746
C -0.75543 0.44621 -0.34953 0.114 -0.196 -0.079
Br -1.94636 0.27883 -1.79159 0.143 -0.010 0.144
H 0.44422 -1.24179 -0.79537 -0.091 0.014 -0.080
H -0.95981 1.28921 0.29352 0.017 -0.005 0.013
```
Forces are in eV/Å.

Calculated values
Orbital gap   0.374 hartree
2S+1   1
Calculated total energy   -74674.81021 eV
LUMO   0.0009 Ha
Net charge   0
Energy relative to the best compared isomer or geometry (same formula, charge and spin)   0.0 kJ/mol


# 9
ORCA calculation (ωB97M-V with the def2-TZVPD basis set) on a structure of composition C3H2BrNS.

Structure (XYZ):
```
8
Properties=species:S:1:pos:R:3:forces:R:3
C 1.79174 -1.06849 0.58074 0.402 -0.526 0.991
C 0.54102 0.90728 -0.12655 -0.557 0.778 -0.222
C -1.83757 -0.29740 -0.32293 -1.643 -0.215 0.082
N 1.15263 -0.17510 0.11245 -0.199 0.472 0.111
S -1.19061 1.17593 0.11908 1.397 0.427 0.057
Br -3.69194 -0.36129 -0.11156 0.415 -0.590 -0.225
H 2.14189 -1.97437 0.13854 0.023 -0.362 -0.626
H 1.09284 1.79344 -0.38976 0.162 0.016 -0.168
```
Forces are in eV/Å.

Calculated values
Expectation value of S²   2.01
Orbital gap (spin up / spin down)   0.284 / 0.226 hartree
2S+1   3
Calculated total energy   -85504.40702 eV
LUMO (spin up / spin down)   0.0247 / -0.0695 Ha
Net charge   0
Energy relative to the best compared isomer or geometry (same formula, charge and spin)   271.3 kJ/mol


# 10
ORCA calculation (ωB97M-V with the def2-TZVPD basis set) on a structure of composition C3H2CaFO2.

Structure (XYZ):
```
9
Properties=species:S:1:pos:R:3:forces:R:3
F 1.83054 -2.10310 0.06852 -1.051 -0.086 -0.183
H 1.68185 -1.52139 -2.38771 0.318 0.651 0.319
O 0.29554 -0.59149 0.47080 -1.051 0.848 0.646
C 0.99738 -1.14383 -0.45140 2.966 -0.501 -0.907
C 1.25106 -0.77540 -1.71580 -1.117 -0.534 0.031
H 0.77863 0.11839 -2.11796 -0.047 -0.333 -0.061
Ca -0.98876 0.75388 1.15036 0.891 -0.927 -0.471
O -3.28375 2.97517 2.74445 0.404 -0.378 -0.281
C -2.56250 2.28777 2.23873 -1.312 1.261 0.906
```
Forces are in eV/Å.

Calculated values
Orbital gap   0.215 hartree
2S+1   1
Calculated total energy   -28387.35004 eV
LUMO   -0.2091 Ha
Net charge   +1
Energy relative to the best compared isomer or geometry (same formula, charge and spin)   0.0 kJ/mol


# 11
ORCA calculation (ωB97M-V with the def2-TZVPD basis set) on a structure of composition C3H2CaFO3.

Structure (XYZ):
```
10
Properties=species:S:1:pos:R:3:forces:R:3
C 0.81329 -0.94710 -0.17506 -0.579 -0.243 -0.066
C 0.83914 -0.23732 1.12023 1.834 -0.675 -0.413
O -0.10644 0.78600 0.87817 -0.012 0.451 0.220
C -0.69448 0.63845 -0.27468 -0.547 -0.125 0.651
O -0.12504 -0.52170 -0.91679 0.313 0.003 -0.814
O -1.58304 1.24046 -0.76025 0.442 -0.103 -0.016
Ca -3.23539 1.63940 -2.41136 -0.411 0.197 -0.318
F 1.60246 -1.79966 -0.61435 -0.146 -0.153 0.248
H 0.56639 -0.87240 1.97807 0.097 0.171 -0.092
H 1.92311 0.07387 1.17603 -0.991 0.477 0.600
```
Forces are in eV/Å.

Calculated values
Expectation value of S²   0.75
Orbital gap (spin up / spin down)   0.100 / 0.440 hartree
2S+1   2
Calculated total energy   -30422.00448 eV
LUMO (spin up / spin down)   -0.3782 / -0.3771 Ha
Net charge   +2


# 12
ORCA calculation (ωB97M-V with the def2-TZVPD basis set) on a structure of composition C3H2CdO4.

Structure (XYZ):
```
10
Properties=species:S:1:pos:R:3:forces:R:3
H 0.97106 -1.85068 -0.81396 -1.566 0.211 1.413
C 1.99770 -0.99256 0.08463 0.141 2.429 2.933
C 0.64568 -1.28054 0.28613 1.115 -2.122 -2.275
O -0.11214 -0.14686 0.28823 -0.516 -0.696 -0.266
C -1.51402 -0.10408 -0.18879 -0.973 -0.949 -1.651
O -2.11997 -1.16276 -0.12907 0.161 0.270 0.561
O -1.74462 0.98382 -0.71285 0.198 0.480 0.704
Cd 1.05456 1.55924 0.64277 -1.442 3.521 0.847
O 2.43314 0.27311 0.12865 2.787 -3.159 -1.025
H 2.67226 -1.78258 0.46011 0.093 0.015 -1.242
```
Forces are in eV/Å.

Calculated values
Expectation value of S²   0.75
Orbital gap (spin up / spin down)   0.286 / 0.256 hartree
2S+1   2
Calculated total energy   -15895.14521 eV
LUMO (spin up / spin down)   0.1490 / 0.0969 Ha
Net charge   -1
Energy relative to the best compared isomer or geometry (same formula, charge and spin)   0.0 kJ/mol